(1)
This record from the Open Molecules 2025 dataset describes a cluster of 13 separate species, C26H78O13 in total. The level of theory is ωB97M-V/def2-TZVPD.

Last column: Löwdin charge in e.
CARTESIAN COORDINATES (ANGSTROEM)
C: -6.91 -0.79 -6.43  -0.098
C: -5.73 -1.42 -5.65  -0.332
O: -6.34 -2.11 -4.59  -0.072
H: -7.53 -0.17 -5.78  0.066
H: -7.60 -1.52 -6.86  0.072
H: -6.50 -0.13 -7.20  0.068
H: -5.09 -0.60 -5.31  0.106
H: -5.27 -2.04 -6.41  0.106
H: -5.66 -2.61 -4.14  0.084
C: -1.06 1.01 0.77  -0.074
C: 0.40 0.62 0.46  -0.372
O: 0.55 -0.75 0.46  -0.063
H: -1.28 2.06 0.63  0.070
H: -1.26 0.70 1.80  0.072
H: -1.69 0.43 0.09  0.071
H: 1.06 1.05 1.22  0.102
H: 0.77 1.08 -0.45  0.106
H: 1.39 -0.88 0.03  0.087
C: -0.94 -7.21 -0.12  -0.092
C: -1.51 -6.55 -1.36  -0.292
O: -2.16 -5.32 -0.93  -0.111
H: -0.47 -6.47 0.53  0.071
H: -0.17 -7.94 -0.40  0.070
H: -1.71 -7.70 0.48  0.076
H: -2.23 -7.13 -1.94  0.109
H: -0.78 -6.24 -2.10  0.101
H: -1.49 -4.74 -0.55  0.068
C: 3.27 -1.94 8.34  -0.092
C: 3.79 -1.42 6.99  -0.309
O: 5.18 -1.66 6.89  -0.087
H: 3.49 -1.25 9.15  0.068
H: 3.74 -2.90 8.58  0.066
H: 2.22 -2.23 8.36  0.064
H: 3.58 -0.36 6.88  0.107
H: 3.28 -1.97 6.19  0.103
H: 5.33 -2.52 6.49  0.080
C: -3.18 3.77 7.10  -0.083
C: -3.42 4.96 6.18  -0.372
O: -4.73 5.06 5.83  -0.067
H: -3.47 2.80 6.69  0.071
H: -3.69 3.86 8.06  0.075
H: -2.10 3.67 7.25  0.070
H: -2.88 4.94 5.23  0.112
H: -3.13 5.85 6.74  0.106
H: -4.76 5.68 5.10  0.087
C: 4.78 -1.29 -7.48  -0.080
C: 3.56 -0.51 -7.03  -0.338
O: 3.70 0.87 -7.35  -0.085
H: 4.65 -1.42 -8.55  0.070
H: 4.71 -2.30 -7.08  0.071
H: 5.76 -0.84 -7.27  0.079
H: 3.37 -0.58 -5.96  0.100
H: 2.59 -0.87 -7.38  0.105
H: 3.09 1.37 -6.82  0.077
C: -3.18 -4.62 5.31  -0.095
C: -3.97 -5.69 6.08  -0.316
O: -4.04 -6.91 5.36  -0.083
H: -2.13 -4.81 5.13  0.070
H: -3.19 -3.62 5.72  0.065
H: -3.66 -4.41 4.35  0.067
H: -4.98 -5.34 6.31  0.108
H: -3.46 -5.94 7.01  0.107
H: -4.79 -6.81 4.77  0.078
C: 8.54 -3.06 -0.36  -0.095
C: 7.71 -2.99 -1.64  -0.298
O: 6.39 -3.54 -1.41  -0.103
H: 8.06 -2.49 0.43  0.076
H: 9.46 -2.49 -0.52  0.066
H: 8.86 -4.07 -0.09  0.072
H: 8.14 -3.59 -2.45  0.103
H: 7.60 -1.97 -2.00  0.108
H: 6.46 -4.50 -1.34  0.071
C: 8.14 4.11 -3.06  -0.084
C: 8.38 4.62 -4.50  -0.340
O: 9.72 4.82 -4.87  -0.073
H: 8.28 4.93 -2.36  0.062
H: 8.92 3.38 -2.85  0.072
H: 7.14 3.71 -2.86  0.069
H: 7.94 5.60 -4.67  0.106
H: 7.93 3.89 -5.18  0.108
H: 9.90 5.67 -4.46  0.080
C: -3.19 9.55 -0.14  -0.081
C: -4.74 9.27 -0.09  -0.330
O: -5.05 9.14 1.24  -0.084
H: -2.92 9.81 -1.17  0.063
H: -2.65 8.66 0.15  0.067
H: -2.88 10.33 0.56  0.065
H: -4.92 8.33 -0.61  0.108
H: -5.37 10.03 -0.55  0.105
H: -4.96 10.00 1.65  0.085
C: -9.37 3.21 0.52  -0.100
C: -8.42 2.26 -0.15  -0.339
O: -9.08 1.10 -0.61  -0.075
H: -9.73 2.79 1.46  0.073
H: -10.27 3.43 -0.04  0.072
H: -8.97 4.20 0.76  0.073
H: -7.77 1.96 0.67  0.105
H: -7.87 2.72 -0.97  0.110
H: -8.50 0.63 -1.22  0.080
C: -1.74 4.24 -7.04  -0.069
C: -1.47 4.83 -5.62  -0.337
O: -0.15 4.62 -5.23  -0.087
H: -0.98 4.55 -7.75  0.071
H: -2.66 4.68 -7.43  0.064
H: -1.89 3.16 -7.03  0.068
H: -2.14 4.42 -4.87  0.103
H: -1.54 5.92 -5.56  0.106
H: 0.14 5.34 -4.67  0.082
C: 4.34 -7.81 5.00  -0.089
C: 5.19 -7.11 3.91  -0.308
O: 6.27 -6.41 4.52  -0.092
H: 3.44 -8.20 4.54  0.067
H: 4.10 -7.19 5.86  0.070
H: 4.91 -8.65 5.41  0.064
H: 4.59 -6.35 3.41  0.104
H: 5.53 -7.81 3.15  0.105
H: 7.02 -6.98 4.71  0.078

Summary:
Charge = 0

---

(2)
This record from the Open Molecules 2025 dataset describes a cluster of 13 separate species, C26H78O13 in total. The level of theory is ωB97M-V/def2-TZVPD.

Last column: Löwdin charge in e.
CARTESIAN COORDINATES (ANGSTROEM)
C: 1.23 -4.41 0.47  -0.061
C: 1.33 -4.96 -0.98  -0.298
O: 2.11 -6.14 -1.08  -0.086
H: 0.81 -5.19 1.10  0.072
H: 0.47 -3.62 0.53  0.054
H: 2.15 -3.99 0.90  0.062
H: 1.82 -4.29 -1.69  0.086
H: 0.33 -5.16 -1.35  0.103
H: 2.97 -5.98 -0.70  0.078
C: -2.91 0.41 3.10  -0.064
C: -4.30 1.05 3.30  -0.334
O: -4.22 2.15 4.13  -0.068
H: -2.97 -0.35 2.32  0.046
H: -2.66 -0.15 4.00  0.072
H: -2.12 1.14 2.94  0.065
H: -4.98 0.33 3.75  0.114
H: -4.70 1.39 2.35  0.084
H: -4.34 2.95 3.63  0.086
C: 5.24 2.09 2.71  -0.061
C: 3.74 1.65 2.59  -0.307
O: 3.02 2.87 2.73  -0.084
H: 5.40 2.88 1.98  0.066
H: 5.86 1.23 2.46  0.054
H: 5.44 2.48 3.71  0.072
H: 3.42 0.92 3.33  0.092
H: 3.61 1.16 1.63  0.074
H: 2.09 2.68 2.84  0.027
C: -0.27 4.49 1.81  -0.074
C: -0.59 4.10 3.22  -0.306
O: 0.39 3.19 3.69  -0.091
H: 0.75 4.85 1.72  0.083
H: -0.97 5.29 1.54  0.082
H: -0.39 3.71 1.06  0.060
H: -1.57 3.63 3.25  0.098
H: -0.55 4.97 3.87  0.117
H: 0.11 2.89 4.55  0.091
C: -1.75 2.81 -1.90  -0.068
C: -0.90 4.06 -2.19  -0.307
O: -1.64 5.23 -1.86  -0.079
H: -2.64 2.78 -2.54  0.067
H: -2.12 2.87 -0.87  0.071
H: -1.09 1.95 -1.93  0.049
H: -0.60 4.18 -3.23  0.108
H: 0.10 3.97 -1.75  0.085
H: -1.46 5.96 -2.46  0.079
C: 3.08 -2.02 -3.36  -0.067
C: 1.92 -1.03 -3.68  -0.315
O: 1.68 -1.04 -5.06  -0.074
H: 3.99 -1.68 -3.85  0.073
H: 2.85 -3.02 -3.70  0.066
H: 3.27 -2.01 -2.29  0.046
H: 2.24 -0.02 -3.41  0.091
H: 0.99 -1.22 -3.14  0.099
H: 0.98 -1.67 -5.24  0.082
C: 4.95 -1.69 1.02  -0.054
C: 6.37 -1.55 0.48  -0.326
O: 6.37 -0.82 -0.68  -0.066
H: 4.95 -2.53 1.72  0.086
H: 4.21 -1.87 0.24  0.066
H: 4.67 -0.78 1.55  0.056
H: 6.85 -2.50 0.26  0.115
H: 7.01 -1.10 1.24  0.111
H: 6.84 -1.35 -1.32  0.109
C: -5.11 0.26 -0.10  -0.069
C: -5.52 1.29 -1.20  -0.322
O: -6.54 0.84 -2.02  -0.064
H: -5.80 0.42 0.73  0.064
H: -4.09 0.52 0.19  0.053
H: -5.19 -0.80 -0.35  0.050
H: -4.67 1.64 -1.79  0.085
H: -5.78 2.15 -0.58  0.107
H: -6.12 0.26 -2.66  0.029
C: -0.91 -0.66 -0.08  -0.060
C: 0.41 0.11 -0.39  -0.297
O: 1.50 -0.72 -0.11  -0.088
H: -1.07 -1.57 -0.64  0.059
H: -1.77 -0.06 -0.37  0.046
H: -1.11 -1.01 0.93  0.046
H: 0.48 1.02 0.22  0.098
H: 0.34 0.44 -1.43  0.083
H: 2.30 -0.33 -0.45  0.036
C: -2.98 -0.65 -3.15  -0.066
C: -3.99 -1.22 -4.13  -0.288
O: -5.23 -0.56 -4.01  -0.083
H: -2.01 -1.01 -3.49  0.074
H: -3.07 -0.92 -2.10  0.054
H: -2.89 0.43 -3.26  0.066
H: -4.20 -2.27 -3.94  0.108
H: -3.63 -1.13 -5.16  0.115
H: -5.82 -0.87 -4.70  0.104
C: 2.81 2.55 -1.70  -0.055
C: 4.11 1.77 -1.26  -0.279
O: 3.90 0.42 -1.10  -0.109
H: 2.00 2.47 -0.98  0.049
H: 2.48 2.35 -2.72  0.068
H: 3.06 3.61 -1.63  0.072
H: 4.42 2.16 -0.29  0.098
H: 4.90 1.95 -1.99  0.118
H: 4.76 0.02 -0.97  0.038
C: -3.35 -4.14 -1.22  -0.078
C: -4.29 -3.63 -0.14  -0.306
O: -3.50 -2.86 0.79  -0.099
H: -2.70 -3.35 -1.59  0.059
H: -3.95 -4.65 -1.98  0.077
H: -2.80 -4.93 -0.70  0.074
H: -4.72 -4.50 0.35  0.111
H: -5.05 -2.97 -0.54  0.090
H: -4.01 -2.72 1.60  0.077
C: 0.85 -0.38 4.62  -0.070
C: 0.68 -0.60 3.12  -0.309
O: 1.94 -1.19 2.76  -0.112
H: 1.81 0.11 4.81  0.068
H: 0.78 -1.34 5.12  0.079
H: 0.04 0.30 4.90  0.057
H: 0.62 0.32 2.54  0.100
H: -0.10 -1.35 2.98  0.105
H: 1.93 -1.18 1.80  0.030

Summary:
Charge = 0

---

(3)
This record from the Open Molecules 2025 dataset describes a structure of composition C26H78O13S12. The level of theory is ωB97M-V/def2-TZVPD.

Last column: Löwdin charge in e.
CARTESIAN COORDINATES (ANGSTROEM)
C: 5.82 -3.23 0.99  -0.066
C: 4.82 -2.37 1.84  -0.269
O: 3.63 -2.12 1.08  -0.198
H: 6.77 -3.25 1.24  0.010
H: 5.97 -2.93 0.00  0.055
H: 5.63 -4.24 1.16  0.052
H: 5.31 -1.35 1.88  0.108
H: 4.64 -2.99 2.78  0.117
H: 3.40 -1.08 1.23  0.049
C: -3.12 -3.58 2.23  -0.255
S: -4.02 -2.19 2.89  0.761
O: -5.20 -2.91 3.34  -0.528
C: -2.96 -2.11 4.33  -0.277
H: -3.13 -4.32 3.00  0.038
H: -2.22 -3.19 2.08  -0.052
H: -3.73 -3.97 1.27  0.130
H: -2.05 -1.51 4.13  -0.001
H: -3.06 -3.11 4.82  0.062
H: -3.67 -1.38 5.05  0.120
C: -1.18 -1.00 -4.41  -0.297
S: -0.75 -0.71 -6.08  0.819
O: 0.39 0.27 -6.15  -0.568
C: 0.00 -2.40 -6.40  -0.264
H: -1.78 -1.84 -4.31  0.041
H: -1.61 -0.12 -4.12  -0.002
H: -0.33 -1.21 -3.74  0.053
H: 1.17 -2.53 -5.95  0.119
H: -0.07 -2.67 -7.51  0.051
H: -0.67 -3.16 -5.88  0.042
C: -5.96 0.63 -1.00  -0.245
S: -4.59 -0.40 -0.52  0.886
O: -5.09 -1.86 -0.82  -0.576
C: -3.51 0.12 -1.93  -0.213
H: -6.74 0.08 -1.52  0.075
H: -5.61 1.40 -1.57  0.011
H: -6.45 1.07 -0.23  0.012
H: -3.80 -0.43 -2.85  0.080
H: -2.52 -0.20 -1.70  0.017
H: -3.48 1.07 -2.09  -0.049
C: 3.03 0.22 -3.82  -0.311
S: 3.31 -1.44 -4.09  0.844
O: 4.48 -1.57 -5.11  -0.550
C: 4.11 -1.63 -2.56  -0.258
H: 2.52 0.42 -2.91  0.021
H: 2.54 0.86 -4.60  0.074
H: 4.03 0.60 -3.58  0.061
H: 3.23 -1.69 -1.81  0.072
H: 4.74 -0.98 -2.28  -0.029
H: 4.54 -2.52 -2.58  0.014
C: 1.56 2.03 4.47  -0.307
S: -0.14 2.26 4.77  0.811
O: -0.79 2.83 3.46  -0.586
C: -0.69 0.59 4.73  -0.320
H: 2.11 3.02 4.34  0.089
H: 1.67 1.23 3.51  0.099
H: 1.88 1.51 5.29  -0.004
H: -0.23 0.02 3.90  0.005
H: -1.84 0.61 4.75  0.046
H: -0.18 0.02 5.83  0.165
C: -3.95 2.42 4.33  -0.282
S: -3.68 2.07 2.61  0.769
O: -4.06 0.66 2.35  -0.622
C: -5.04 2.96 1.95  -0.288
H: -5.03 2.54 4.41  0.035
H: -3.54 3.36 4.65  0.041
H: -3.75 1.63 5.16  0.089
H: -4.81 2.61 0.86  0.065
H: -5.04 4.07 2.25  0.083
H: -6.09 2.70 2.41  0.099
C: 2.93 5.55 -2.21  -0.254
S: 2.92 4.39 -3.62  0.881
O: 4.09 3.39 -3.23  -0.591
C: 1.43 3.50 -3.21  -0.250
H: 3.79 6.17 -2.10  0.041
H: 2.61 4.95 -1.32  0.044
H: 2.01 6.19 -2.37  0.062
H: 1.35 2.71 -3.73  -0.047
H: 0.54 4.24 -3.40  0.090
H: 1.44 3.21 -2.15  0.052
C: 2.02 -4.63 -1.16  -0.247
S: 0.88 -3.27 -0.95  0.800
O: 1.05 -2.56 -2.23  -0.594
C: -0.64 -4.15 -1.16  -0.232
H: 1.88 -5.18 -2.17  0.101
H: 1.84 -5.33 -0.37  0.032
H: 3.10 -4.23 -1.03  0.076
H: -0.75 -4.86 -1.83  0.006
H: -1.47 -3.47 -1.17  0.050
H: -0.75 -4.62 -0.16  0.060
C: 0.58 -5.27 4.24  -0.228
S: 1.29 -3.94 3.25  0.783
O: 0.32 -3.78 2.12  -0.558
C: 0.99 -2.55 4.31  -0.309
H: 0.99 -6.09 3.58  0.073
H: -0.29 -4.94 4.32  -0.068
H: 1.01 -5.49 5.31  0.117
H: 1.46 -1.65 3.88  0.007
H: 1.86 -2.54 5.33  0.165
H: -0.16 -2.43 4.52  0.062
C: 0.65 0.42 -0.77  -0.234
S: 0.00 0.83 0.84  0.832
O: -1.16 1.72 0.45  -0.564
C: -0.87 -0.65 1.23  -0.252
H: 1.51 -0.37 -0.67  0.077
H: 1.14 1.22 -1.04  -0.059
H: 0.05 -0.26 -1.37  0.050
H: -1.62 -0.43 2.00  0.032
H: -0.24 -1.12 2.03  0.038
H: -1.29 -1.24 0.48  0.043
C: -2.61 6.37 -3.61  -0.289
S: -3.35 5.63 -2.18  0.811
O: -4.87 5.82 -2.43  -0.565
C: -2.92 3.91 -2.50  -0.303
H: -1.45 6.13 -3.80  0.101
H: -2.79 7.51 -3.41  0.095
H: -3.05 6.00 -4.39  -0.034
H: -2.35 3.43 -1.66  0.050
H: -2.11 3.69 -3.33  0.078
H: -3.79 3.37 -2.95  0.057
C: 2.93 3.03 1.15  -0.167
S: 3.97 1.55 1.58  0.949
O: 3.04 0.33 1.88  -0.593
C: 4.66 1.30 -0.06  -0.218
H: 2.56 2.58 0.19  0.050
H: 3.55 3.73 1.06  -0.034
H: 2.03 2.91 1.80  0.051
H: 5.30 2.07 -0.26  0.040
H: 4.21 0.89 -0.89  0.033
H: 5.40 0.59 0.06  0.027

Summary:
Charge = 0

---

Going through the records in order, we get electronic energy values of -54838.1039 -54840.4877 -184842.6326 eV.